C25H31N3O4S in the gas phase. Source: the Open Molecules 2025 dataset; level of theory: ωB97M-V/def2-TZVPD.

The frontier orbital gap comes out at 0.34365 hartree. The value obtained for the total energy is -49925.20139 eV. Its net charge is 0. Its largest force on an atom is 0.98 eV/Å. The HOMO energy is -9.077 eV. Its structure (SMILES) is Cc1ccccc1C(=O)N1CCC(C(=O)Nc2ccc(S(=O)(=O)N3CCCCC3)cc2)CC1.

Atoms and positions in Å:
1 C -3.41 4.02 -3.00
2 C -4.75 3.36 -2.87
3 C -5.39 2.81 -3.98
4 C -6.63 2.21 -3.86
5 C -7.25 2.14 -2.62
6 C -6.62 2.67 -1.51
7 C -5.37 3.27 -1.63
8 C -4.74 3.90 -0.43
9 O -4.78 5.11 -0.25
10 N -4.16 3.06 0.46
11 C -3.99 1.64 0.27
12 C -2.51 1.29 0.15
13 C -1.74 1.79 1.38
14 C -0.26 1.52 1.15
15 O 0.43 2.24 0.47
16 N 0.18 0.38 1.77
17 C 1.46 -0.18 1.76
18 C 1.63 -1.40 2.42
19 C 2.87 -2.01 2.45
20 C 3.94 -1.40 1.82
21 S 5.52 -2.23 1.87
22 O 5.77 -2.68 3.21
23 O 6.51 -1.39 1.24
24 N 5.18 -3.58 0.93
25 C 6.03 -4.72 1.20
26 C 5.44 -5.95 0.51
27 C 5.32 -5.70 -0.99
28 C 4.48 -4.44 -1.22
29 C 5.09 -3.26 -0.48
30 C 3.78 -0.20 1.17
31 C 2.55 0.42 1.13
32 C -1.99 3.30 1.54
33 C -3.48 3.58 1.62
34 H -3.43 5.00 -2.52
35 H -2.64 3.43 -2.52
36 H -3.14 4.15 -4.05
37 H -4.92 2.87 -4.95
38 H -7.11 1.79 -4.73
39 H -8.22 1.67 -2.52
40 H -7.10 2.63 -0.54
41 H -4.43 1.11 1.13
42 H -4.52 1.32 -0.63
43 H -2.09 1.76 -0.74
44 H -2.40 0.21 0.05
45 H -2.10 1.27 2.27
46 H -0.50 -0.14 2.30
47 H 0.79 -1.86 2.92
48 H 3.03 -2.94 2.96
49 H 6.07 -4.84 2.28
50 H 7.05 -4.54 0.83
51 H 4.45 -6.15 0.93
52 H 6.08 -6.82 0.71
53 H 4.86 -6.56 -1.48
54 H 6.31 -5.56 -1.41
55 H 3.47 -4.61 -0.86
56 H 4.43 -4.21 -2.29
57 H 4.46 -2.37 -0.57
58 H 6.09 -3.03 -0.88
59 H 4.65 0.25 0.69
60 H 2.41 1.36 0.62
61 H -1.55 3.82 0.69
62 H -1.49 3.66 2.45
63 H -3.91 3.12 2.52
64 H -3.67 4.66 1.65

---

C25H31N3O7 as an isolated structure at a distorted geometry. Source: the Open Molecules 2025 dataset; level of theory: ωB97M-V/def2-TZVPD.

The frontier orbital gap comes out at 0.25517 hartree. The value obtained for the total energy is -45207.10509 eV. Its net charge is 0. Its largest force on an atom is 19.43 eV/Å. The HOMO energy is -7.194 eV.

Atoms and positions in Å:
1 C 4.38 -2.58 -6.70
2 H 5.33 -2.60 -6.88
3 H 3.69 -3.53 -6.85
4 H 3.88 -1.77 -7.44
5 O 4.22 -1.93 -5.53
6 C 3.07 -1.90 -5.02
7 O 2.22 -2.09 -5.68
8 C 2.87 -1.49 -3.73
9 C 1.84 -1.18 -2.92
10 C 2.43 -0.82 -1.52
11 C 3.75 -1.27 -1.65
12 N 4.05 -1.51 -3.03
13 H 5.03 -1.39 -3.33
14 C 4.82 -0.94 -0.55
15 H 5.13 0.24 -0.70
16 H 5.85 -1.54 -0.75
17 H 4.56 -0.95 0.45
18 C 1.79 -0.54 -0.30
19 C 0.64 0.45 -0.25
20 C 0.68 1.43 -1.21
21 O 1.14 1.68 -2.44
22 C -0.27 2.32 -0.64
23 O -0.83 3.40 -1.12
24 N -0.60 1.90 0.63
25 C -1.89 2.63 1.26
26 H -2.49 1.99 1.79
27 C -0.86 3.44 2.67
28 N -1.88 4.01 3.52
29 C -2.73 3.40 4.16
30 H -2.47 2.53 4.66
31 H -3.37 4.00 4.90
32 H -3.73 3.26 3.32
33 C -2.19 5.34 2.94
34 H -2.88 5.35 2.11
35 H -2.49 6.07 3.66
36 H -1.41 5.67 2.49
37 H -0.69 2.53 3.19
38 H 0.06 3.76 2.51
39 H -2.10 3.44 0.84
40 C -0.03 0.59 0.90
41 C -1.02 -0.29 1.29
42 C -2.01 -0.63 0.35
43 C -3.05 -1.44 0.41
44 C -2.87 -2.25 1.48
45 C -1.90 -2.32 2.21
46 C -1.01 -1.14 2.26
47 O 0.23 -1.01 3.01
48 C 0.42 -1.84 4.12
49 H 1.20 -1.72 4.42
50 H 0.57 -3.16 3.59
51 H -0.48 -1.95 4.72
52 H -1.86 -2.99 3.11
53 H -3.91 -3.08 1.73
54 O -4.12 -1.37 -0.31
55 C -5.12 -2.38 -0.16
56 H -4.67 -3.58 -0.27
57 H -5.86 -2.18 -1.20
58 H -5.61 -2.44 0.61
59 H -2.39 0.19 -0.49
60 H 0.59 0.87 2.15
61 O 1.93 -1.21 0.70
62 H 1.48 -1.11 1.60
63 C 0.38 -1.10 -3.22
64 H 0.44 -1.91 -4.05
65 H -0.13 -1.28 -2.32
66 H 0.24 -0.07 -3.51

---

C25H31N5PtS2 as an isolated structure at a distorted geometry. Source: the Open Molecules 2025 dataset; level of theory: ωB97M-V/def2-TZVPD.

The frontier orbital gap comes out at 0.24772 hartree. The value obtained for the total energy is -58794.77493 eV. Its net charge is 0. Its largest force on an atom is 2.02 eV/Å. The HOMO energy is -6.470 eV.

Atoms and positions in Å:
1 Pt -0.16 -0.63 0.19
2 C -0.09 1.16 -2.77
3 C -0.76 -0.14 -3.22
4 C -1.87 -0.77 -2.40
5 N -1.49 -1.40 -1.15
6 C -2.26 -2.36 -0.67
7 C -3.54 -2.66 -1.21
8 C -4.39 -3.73 -1.00
9 C -4.22 -4.89 -0.26
10 C -3.11 -5.19 0.51
11 C -2.01 -4.41 0.83
12 C -1.71 -3.06 0.51
13 N -0.80 -2.37 1.15
14 C -0.10 -2.90 2.30
15 C 0.52 -1.82 3.18
16 C 1.61 -0.97 2.50
17 N 1.05 0.05 1.64
18 C 0.97 1.32 1.96
19 C 1.37 1.86 3.21
20 C 1.61 3.17 3.59
21 C 1.52 4.35 2.87
22 C 1.06 4.47 1.57
23 C 0.54 3.52 0.71
24 C 0.30 2.13 0.90
25 N -0.47 1.41 0.11
26 C -1.42 2.07 -0.78
27 C -0.99 2.26 -2.24
28 H 0.64 0.95 -2.00
29 H 0.46 1.54 -3.63
30 H -1.21 0.04 -4.20
31 H 0.02 -0.89 -3.39
32 H -2.69 -0.05 -2.24
33 H -2.29 -1.55 -3.05
34 H -3.93 -1.92 -1.88
35 H -5.33 -3.66 -1.54
36 H -5.01 -5.63 -0.31
37 H -3.09 -6.18 0.95
38 H -1.27 -4.90 1.45
39 H -0.78 -3.50 2.91
40 H 0.71 -3.58 1.96
41 H -0.26 -1.16 3.57
42 H 0.97 -2.33 4.03
43 H 2.29 -0.54 3.24
44 H 2.21 -1.63 1.86
45 H 1.51 1.13 3.99
46 H 1.93 3.27 4.62
47 H 1.83 5.26 3.37
48 H 1.10 5.47 1.15
49 H 0.23 3.89 -0.26
50 H -2.33 1.46 -0.74
51 H -1.69 3.04 -0.36
52 H -1.89 2.36 -2.85
53 H -0.47 3.22 -2.33
54 S 2.19 -1.50 -1.06
55 C 2.81 -0.04 -1.42
56 N 3.02 0.96 -0.56
57 C 3.55 2.22 -1.02
58 C 3.91 2.05 -2.52
59 S 3.43 0.38 -3.02
60 H 2.67 0.83 0.38
61 H 4.42 2.50 -0.43
62 H 2.81 3.02 -0.91
63 H 4.97 2.21 -2.69
64 H 3.37 2.79 -3.11

---

C25H32AsF9IrN4S2 as an isolated structure at a distorted geometry. Source: the Open Molecules 2025 dataset; level of theory: ωB97M-V/def2-TZVPD.

The frontier orbital gap (alpha / beta) comes out at 0.23007 / 0.23004 hartree. The value obtained for the total energy is -142201.75462 eV. Its net charge is +1. Its largest force on an atom is 1.20 eV/Å. The HOMO energy (alpha / beta) is -10.398 / -10.398 eV.

Atoms and positions in Å:
1 Ir 0.48 -1.31 -0.03
2 C 0.13 -1.64 2.99
3 N -0.55 -1.21 1.75
4 C -0.99 0.19 1.96
5 C -1.76 -2.07 1.56
6 C -2.44 -1.70 0.28
7 N -1.37 -1.64 -0.70
8 C -1.64 -1.52 -2.04
9 C -0.53 -1.54 -2.89
10 F 0.69 -1.76 -2.30
11 C -0.62 -1.38 -4.25
12 F 0.51 -1.40 -4.97
13 C -1.85 -1.22 -4.86
14 C -2.96 -1.25 -4.04
15 F -4.17 -1.13 -4.58
16 C -2.88 -1.40 -2.67
17 F -4.03 -1.47 -1.98
18 H -0.57 -1.55 3.82
19 H 0.98 -0.99 3.18
20 H 0.44 -2.68 2.91
21 H -1.71 0.22 2.79
22 H -1.43 0.61 1.07
23 H -0.12 0.77 2.24
24 H -2.42 -1.95 2.42
25 H -1.40 -3.11 1.53
26 H -2.94 -0.73 0.35
27 H -3.19 -2.44 0.01
28 H -1.94 -1.09 -5.93
29 C 2.54 -3.21 0.88
30 C 3.97 -3.76 1.11
31 N 4.97 -2.77 0.76
32 C 4.81 -1.59 1.62
33 C 3.37 -1.03 1.51
34 N 2.61 -1.77 0.47
35 C 3.36 -1.75 -0.82
36 C 4.77 -2.36 -0.63
37 H 1.94 -3.28 1.78
38 H 2.02 -3.75 0.08
39 H 4.13 -4.66 0.51
40 H 4.11 -4.05 2.15
41 H 5.55 -0.85 1.33
42 H 5.02 -1.88 2.65
43 H 3.34 0.02 1.24
44 H 2.83 -1.15 2.45
45 H 3.37 -0.73 -1.17
46 H 2.77 -2.34 -1.53
47 H 5.54 -1.64 -0.90
48 H 4.90 -3.23 -1.27
49 C -6.19 2.36 -1.19
50 As -4.44 3.01 -0.72
51 C -4.36 4.77 -1.54
52 C -4.51 3.39 1.18
53 S -2.83 1.80 -1.23
54 H -6.96 3.05 -0.84
55 H -6.34 1.38 -0.73
56 H -6.24 2.25 -2.27
57 H -5.21 5.36 -1.23
58 H -4.36 4.65 -2.62
59 H -3.43 5.25 -1.24
60 H -5.27 4.13 1.41
61 H -3.53 3.76 1.47
62 H -4.72 2.46 1.71
63 F 4.07 4.64 2.15
64 C 3.35 3.79 1.44
65 C 1.97 3.72 1.62
66 F 1.38 4.54 2.49
67 C 1.23 2.82 0.89
68 F -0.09 2.88 1.03
69 C 1.82 1.91 0.00
70 S 0.83 0.81 -0.96
71 C 3.18 2.08 -0.23
72 F 3.79 1.39 -1.18
73 C 3.95 2.99 0.49
74 F 5.25 3.09 0.25

---

Question: Number 2 is which compound?
Answer: C25H31N3O7

---

Question: Number 3 is which compound?
Answer: C25H31N5PtS2

---

Question: Number 4 is which compound?
Answer: C25H32AsF9IrN4S2

---

Question: Which of these has the highest net charge?
Answer: C25H32AsF9IrN4S2